(1)
One molecule with the formula C5H11NO, computed with wB97M-V/def2-TZVPD.

Geometry (Å):
C -0.93118 -1.42796 -0.56302
C -0.61828 0.06247 -0.45900
C -1.49762 0.76249 0.57849
N 0.80409 0.29556 -0.18431
C 1.50698 -0.53012 0.77304
C 1.38469 1.40982 -0.70454
O 0.82990 2.21929 -1.42387
H -0.82025 -1.93546 0.40286
H -1.96884 -1.56052 -0.88559
H -0.28330 -1.92465 -1.29305
H -0.79357 0.53397 -1.43031
H -1.25354 1.82735 0.62313
H -2.55567 0.66401 0.31117
H -1.36318 0.32358 1.57550
H 0.97938 -0.56335 1.73396
H 1.63063 -1.55559 0.40864
H 2.50156 -0.11031 0.94904
H 2.44818 1.50943 -0.41216

Output
LUMO level: 0.9 eV
Net charge: 0
E: -327.11544 a.u.
SMILES: CC(C)N(C)C=O
HOMO-LUMO gap: 10.17 eV
HOMO level: -9.293 eV
2S+1: 1

natural (NBO) atomic charge list, values in e, 5 entries: atom 1 (C): -0.620, atom 2 (C): -0.053, atom 3 (C): -0.618, atom 4 (N): -0.440, atom 5 (C): -0.405



(2)
One molecule with the formula C5H11NO in a non-equilibrium geometry, computed with wB97M-V/def2-TZVPD.

Geometry (Å):
C 0.55811 -0.76505 1.96492
N -0.35576 -0.31794 1.20062
C -0.98917 -1.35466 0.31230
C -0.29037 -1.06974 -0.95066
C -0.60718 0.47184 -1.41789
C 0.67918 1.35179 -1.10494
O 0.85892 1.69066 0.24800
H 1.43496 -0.20789 2.06987
H 0.78728 -1.77637 1.99515
H -0.91337 -2.43432 0.66381
H -2.04877 -1.33297 0.39361
H 0.84904 -1.24894 -0.81870
H -0.55364 -1.82593 -1.70207
H -0.73598 0.26053 -2.56881
H -1.36307 0.96737 -0.88208
H 1.53796 0.98766 -1.40894
H 0.41324 2.23231 -1.73085
H 0.10796 1.27381 0.77824

Output
LUMO level: 0.8 eV
Net charge: 0
E: -326.98623 a.u.
SMILES: C=NCCCCO
HOMO-LUMO gap: 10.07 eV
HOMO level: -9.307 eV
2S+1: 1

natural (NBO) atomic charge list, values in e, 5 entries: atom 1 (C): -0.046, atom 2 (N): -0.408, atom 3 (C): -0.260, atom 4 (C): -0.412, atom 5 (C): -0.426



(3)
One molecule with the formula C5H11NO in a non-equilibrium geometry, computed with wB97M-V/def2-TZVPD.

Geometry (Å):
C 1.91752 1.05983 1.08875
N 1.11454 0.86012 -0.09935
C 0.02697 -0.09572 0.09546
C 0.25021 -1.37559 -0.68716
C -1.30185 0.60373 -0.24331
C -2.46973 -0.34249 -0.43583
O -2.97027 -1.00135 0.43721
H 1.27784 1.47566 1.87805
H 2.72934 1.77075 0.96943
H 2.31017 0.13073 1.53597
H 1.68651 0.51760 -0.86372
H 0.01708 -0.39651 1.14721
H 0.78958 -1.22976 -1.62514
H 0.84530 -2.11668 -0.14660
H -0.67056 -1.91656 -0.88144
H -1.52381 1.35968 0.50478
H -1.16043 1.09429 -1.20610
H -2.86842 -0.39772 -1.46821

Output
LUMO level: 1.0 eV
Net charge: 0
E: -327.07237 a.u.
SMILES: CN[C@H](C)CC=O
HOMO-LUMO gap: 9.99 eV
HOMO level: -8.993 eV
2S+1: 1

natural (NBO) atomic charge list, values in e, 5 entries: atom 1 (C): -0.410, atom 2 (N): -0.624, atom 3 (C): -0.041, atom 4 (C): -0.630, atom 5 (C): -0.513



(4)
One molecule with the formula C5H11NO in a non-equilibrium geometry, computed with wB97M-V/def2-TZVPD.

Geometry (Å):
H 2.34457 -2.66380 -1.52117
N 1.93702 -2.17535 -0.72448
C 1.71294 -0.95239 -0.88520
C 1.12766 -0.07725 0.27185
C -0.24293 0.42953 -0.11318
C -1.25043 -0.70369 -0.24936
C -0.67691 1.46617 1.02921
O -1.77064 2.25963 0.64861
H 1.88531 -0.40066 -1.82400
H 1.09020 -0.69519 1.16817
H 1.81558 0.75803 0.41986
H -0.18544 0.98779 -1.05329
H -2.21519 -0.33475 -0.59496
H -1.38589 -1.20955 0.70570
H -0.87987 -1.44223 -0.95888
H -0.90626 0.89886 1.94238
H 0.12462 2.17018 1.26281
H -2.52433 1.68466 0.47591

Output
LUMO level: 1.0 eV
Net charge: 0
E: -327.07869 a.u.
SMILES: [H]/N=C/C[C@@H](C)CO
HOMO-LUMO gap: 10.64 eV
HOMO level: -9.682 eV
2S+1: 1

natural (NBO) atomic charge list, values in e, 5 entries: atom 1 (H): 0.342, atom 2 (N): -0.629, atom 3 (C): 0.159, atom 4 (C): -0.464, atom 5 (C): -0.238